C43H54BF2N7TeTi as an isolated structure. Source: the Open Molecules 2025 dataset; level of theory: the ωB97M-V functional and the def2-TZVPD basis.

Calculated values
E	-3396.5465	Ha
HOMO (spin up / spin down)	-3.370 / -3.757	eV
net charge	-1
spin multiplicity	2
energy relative to the best compared isomer or geometry (same formula, charge and spin)	0.00	kJ/mol
E_LUMO (spin up / spin down)	1.9 / 1.9	eV

Geometry (Å):
1 Ti -0.02294 0.01327 -0.78065
2 C -2.72589 -0.31759 1.20190
3 C -2.05470 -1.70701 1.17739
4 N -0.61175 -1.57687 0.97419
5 C 0.11431 -1.35544 2.23071
6 C 1.32988 -0.46918 2.03399
7 N 1.08590 0.64324 1.08582
8 C 0.30512 1.75876 1.67004
9 C -1.18156 1.47878 1.82859
10 N -1.81736 0.73693 0.71106
11 H -3.60257 -0.35106 0.55886
12 H -3.07580 -0.06582 2.20799
13 H -2.27044 -2.24348 2.10912
14 H -2.46870 -2.29135 0.35863
15 H -0.26511 -2.41516 0.51815
16 H -0.57676 -0.90666 2.94302
17 H 0.43621 -2.30055 2.68134
18 H 1.66055 -0.07619 2.99808
19 H 2.15453 -1.04770 1.61908
20 H 2.02228 1.05583 0.96952
21 H 0.71102 2.01992 2.65491
22 H 0.44250 2.60694 1.00636
23 H -1.34708 0.91563 2.74417
24 H -1.68702 2.43896 1.97625
25 H -2.35464 1.39400 0.15773
26 N -0.43214 -10.01693 -3.35589
27 C -0.37455 -8.90147 -3.08005
28 C -0.30494 -7.50866 -2.73714
29 C -0.64395 -6.53759 -3.67901
30 C -0.58208 -5.19936 -3.34085
31 C -0.18213 -4.79116 -2.06462
32 C 0.16084 -5.77914 -1.13696
33 C 0.10118 -7.12147 -1.46088
34 C -0.11761 -3.35633 -1.71656
35 C -1.33066 -2.60955 -1.86120
36 C -2.58966 -3.13233 -2.19301
37 C -3.49814 -2.05931 -2.20963
38 C -2.77335 -0.93505 -1.87414
39 N -1.46617 -1.24571 -1.63903
40 C 1.16010 -2.85729 -1.33777
41 C 2.37514 -3.56443 -1.29636
42 C 3.37589 -2.66149 -0.91204
43 C 2.76381 -1.43862 -0.73618
44 N 1.42202 -1.53430 -0.97610
45 H -0.94602 -6.83970 -4.67318
46 H -0.83656 -4.44261 -4.07146
47 H 0.47813 -5.47863 -0.14652
48 H 0.36170 -7.87578 -0.73015
49 H -2.81019 -4.16609 -2.40160
50 H -4.54962 -2.09308 -2.44953
51 H -3.12696 0.08072 -1.79083
52 H 2.50529 -4.60389 -1.54879
53 H 4.42744 -2.86035 -0.78129
54 H 3.22317 -0.50343 -0.44596
55 C 2.52074 -0.13500 7.04086
56 C 3.08752 0.24476 5.69782
57 C 2.93942 1.52412 5.18306
58 C 3.46828 1.89029 3.94416
59 C 3.28083 3.30742 3.47571
60 C 4.15385 0.94414 3.16184
61 Te 4.81605 1.41966 1.20008
62 C 4.33265 -0.34987 3.69300
63 C 5.05856 -1.41442 2.92047
64 C 3.80335 -0.67322 4.93757
65 H 1.89156 0.66187 7.43978
66 H 3.31413 -0.32696 7.76756
67 H 1.91509 -1.04195 6.97717
68 H 2.40174 2.26920 5.76405
69 H 2.73929 3.89517 4.22053
70 H 2.74420 3.34450 2.52393
71 H 4.24588 3.77739 3.27728
72 H 4.54753 -1.63340 1.97927
73 H 5.13882 -2.33272 3.50596
74 H 6.05720 -1.07497 2.64006
75 H 3.94556 -1.68072 5.32030
76 F 2.11062 0.07119 -3.08470
77 B 0.88602 -0.37873 -2.74113
78 F 0.32745 -1.09342 -3.73423
79 C -4.50661 4.25805 -0.92951
80 C -3.58242 3.37217 -1.72403
81 C -3.99122 2.80692 -2.92844
82 C -3.14383 1.97838 -3.65482
83 C -3.60022 1.30889 -4.92160
84 C -1.87065 1.71931 -3.16144
85 C -1.42808 2.25243 -1.95219
86 C -2.30476 3.09267 -1.25406
87 N -0.13641 1.93762 -1.43736
88 C 0.89528 2.92022 -1.88650
89 C 1.00077 2.99849 -3.41565
90 C 2.24521 2.53203 -1.29756
91 C 0.56971 4.33641 -1.38325
92 H -5.36075 4.57342 -1.52848
93 H -3.98875 5.15167 -0.57802
94 H -4.89265 3.73698 -0.05009
95 H -4.98877 3.01341 -3.30297
96 H -4.52801 1.74496 -5.29249
97 H -3.76825 0.24422 -4.74052
98 H -2.84282 1.38802 -5.70232
99 H -1.21388 1.05381 -3.70925
100 H -1.96456 3.53950 -0.32401
101 H 1.25131 2.03427 -3.85368
102 H 1.79001 3.70450 -3.68456
103 H 0.06951 3.35539 -3.85848
104 H 2.30232 2.73992 -0.23043
105 H 3.04208 3.11583 -1.76113
106 H 2.48532 1.48306 -1.46358
107 H -0.33168 4.73803 -1.84818
108 H 1.39905 5.00314 -1.62909
109 H 0.44068 4.35203 -0.29860

C20H52FN3NbO5 as an isolated structure. Source: the Open Molecules 2025 dataset; level of theory: the ωB97M-V functional and the def2-TZVPD basis.

Calculated values
E	-1490.2321	Ha
HOMO	-4.496	eV
net charge	-1
energy relative to the best compared isomer or geometry (same formula, charge and spin)	326.20	kJ/mol
E_LUMO	1.5	eV

Geometry (Å):
1 C 4.84777 2.94432 -0.19884
2 C 5.73280 1.70569 -0.67893
3 O 6.75243 1.97597 -1.37201
4 O 5.44340 0.34072 -0.43245
5 C 5.20124 0.06445 0.97536
6 C 6.39996 -0.85709 1.58862
7 C 6.64492 -0.41808 3.10851
8 C 7.73093 -1.29248 3.90120
9 C 9.23424 -0.69260 3.88621
10 C 9.53000 0.06276 2.49128
11 Nb 11.72651 0.66998 2.22189
12 F 11.97807 -1.05182 0.99576
13 H 4.99306 3.03674 0.93529
14 H 5.18120 3.93667 -0.67047
15 H 3.75452 2.70007 -0.45755
16 H 5.16079 0.98840 1.64251
17 H 4.21973 -0.54289 1.01836
18 H 6.11004 -1.96853 1.50096
19 H 7.28827 -0.70310 0.89475
20 H 6.85115 0.70846 3.23693
21 H 5.63688 -0.59266 3.65333
22 H 7.40213 -1.28766 5.01157
23 H 7.74092 -2.40322 3.59177
24 H 9.93344 -1.61323 3.89695
25 H 9.49935 -0.07895 4.81004
26 H 9.32980 -0.71974 1.66431
27 H 8.91623 1.01560 2.33794
28 H 12.30351 -0.30456 3.64234
29 H 13.42671 1.21051 1.84206
30 H 11.18657 1.56578 0.69935
31 H 11.44829 2.16127 3.26088
32 C -1.18581 1.76297 -2.73057
33 C -0.26661 1.33406 -1.59020
34 C 0.25539 2.51190 -0.74185
35 O 1.29506 3.26527 -1.35811
36 C 0.84601 4.22568 -2.29934
37 N 0.83530 0.53525 -2.14176
38 H -0.63891 2.18721 -3.57485
39 H -1.73968 0.90184 -3.11446
40 H -1.91706 2.50145 -2.38978
41 H -0.85605 0.69134 -0.92652
42 H 0.69676 2.09836 0.17127
43 H -0.56078 3.17024 -0.42054
44 H -0.11106 4.66994 -2.01152
45 H 0.77549 3.77580 -3.29162
46 H 1.59364 5.02008 -2.35317
47 H 1.38847 0.16490 -1.37051
48 H 1.47416 1.17998 -2.60788
49 C -7.35821 -1.30422 -3.25903
50 C -6.59194 -0.34869 -4.16988
51 C -5.06005 -0.44722 -4.01859
52 O -4.54416 0.17939 -2.84897
53 C -4.64819 -0.60271 -1.67121
54 N -7.07122 1.01928 -3.93553
55 H -7.39306 -0.96030 -2.22330
56 H -8.39466 -1.39780 -3.59543
57 H -6.91354 -2.30340 -3.27395
58 H -6.83521 -0.62406 -5.20209
59 H -4.60430 0.08515 -4.86010
60 H -4.71428 -1.48570 -4.08560
61 H -4.52225 -1.67072 -1.87113
62 H -5.60545 -0.41567 -1.17981
63 H -3.86080 -0.28487 -0.98407
64 H -6.63318 1.63914 -4.61476
65 H -6.68371 1.32760 -3.04342
66 C -9.46028 -3.72943 1.57678
67 C -9.41900 -2.25952 1.98542
68 C -8.38989 -1.42736 1.19318
69 O -7.03804 -1.62509 1.59601
70 C -6.42612 -2.78229 1.05127
71 N -9.18408 -2.17409 3.43232
72 H -8.62166 -4.30111 1.97851
73 H -10.37239 -4.20093 1.95304
74 H -9.45741 -3.83529 0.48824
75 H -10.40862 -1.83934 1.77435
76 H -8.59820 -0.36871 1.38069
77 H -8.49711 -1.57729 0.11196
78 H -6.77464 -2.99537 0.03644
79 H -6.59845 -3.64083 1.70341
80 H -5.34806 -2.60949 1.01697
81 H -9.25947 -1.19931 3.71803
82 H -8.20158 -2.39681 3.59376

One molecule with the formula C2H6N2O. Source: the Open Molecules 2025 dataset; level of theory: the ωB97M-V functional and the def2-TZVPD basis.

Calculated values
E	-264.4293	Ha
structure (SMILES)	NC/C=N\O
HOMO	-9.767	eV
energy relative to the best compared isomer or geometry (same formula, charge and spin)	414.95	kJ/mol
E_LUMO	0.6	eV

Geometry (Å):
1 C 0.57526 0.06283 0.61104
2 C -0.51363 -0.93246 0.21192
3 H 1.68891 -0.45173 -1.09823
4 H 0.75663 0.84966 -1.47182
5 H 1.28073 -0.33865 1.38606
6 H 0.02407 1.02215 1.01047
7 H -0.29119 -2.02601 0.26334
8 H -1.09063 1.21951 0.00126
9 N 1.37931 0.51624 -0.67508
10 N -1.69599 -0.63628 -0.15528
11 O -2.11346 0.71473 -0.08367

A 2-piece molecular cluster, C2H7OS overall. Source: the Open Molecules 2025 dataset; level of theory: the ωB97M-V functional and the def2-TZVPD basis.

Calculated values
E	-553.7948	Ha
HOMO	-1.862	eV
net charge	-1
energy relative to the best compared isomer or geometry (same formula, charge and spin)	181.61	kJ/mol
E_LUMO	4.0	eV

Geometry (Å):
1 O 1.48097 1.65299 -0.00758
2 H 2.23153 1.18310 0.38598
3 C -0.12413 -1.32136 -0.19846
4 C -0.57875 -0.04943 0.44124
5 S -1.81062 0.96201 -0.32120
6 H 0.46745 -1.90197 0.51667
7 H -0.98624 -1.95854 -0.48676
8 H 0.49536 -1.20310 -1.09705
9 H 0.67473 0.95562 0.30390
10 H -0.78890 -0.14239 1.50482
11 H -1.06140 1.82306 -1.04155